[1]
C3H3N2S as an isolated structure at a distorted geometry. Source: OMol25; level of theory: ωB97M-V/def2-TZVPD.

Summary:
HOMO-LUMO gap (alpha / beta)   6.3 / 6.3 eV
Net charge   +1

```
9
Properties=species:S:1:pos:R:3:forces:R:3
S 1.766 -0.211 -1.723 -0.82 1.28 0.01
N 0.097 -0.080 -1.137 4.40 -0.85 -0.68
N -2.072 -0.104 -0.947 0.69 -1.71 -3.15
C -0.202 0.436 0.140 0.31 0.17 0.88
C -1.081 -0.280 -1.638 -3.15 1.31 1.83
C -1.550 0.365 0.215 -1.48 2.10 4.35
H 1.841 -1.521 -1.770 -0.22 -0.96 0.17
H -2.143 0.722 1.133 0.64 -0.81 -1.97
H 0.500 0.786 0.942 -0.38 -0.53 -1.45
```
Forces are in eV/Å.

[2]
One molecule with the formula C3H3N3 at a distorted geometry. Source: OMol25; level of theory: ωB97M-V/def2-TZVPD.

Summary:
HOMO-LUMO gap   10.6 eV
SMILES string   CN(C#N)C#N

```
9
Properties=species:S:1:pos:R:3:forces:R:3
N -1.470 2.339 -0.025 -0.30 1.05 -0.32
N -0.493 0.087 -0.037 4.31 -1.14 -0.52
N -1.627 -2.109 0.112 -1.01 -2.51 0.08
C -1.076 -1.128 -0.004 0.62 3.63 -0.02
C -1.022 1.289 -0.117 -0.52 -0.66 0.56
C 1.240 -0.052 0.002 -2.92 -0.05 0.07
H 1.397 -0.770 -0.808 0.28 0.53 0.06
H 1.797 0.936 -0.074 -1.24 -1.35 0.16
H 1.255 -0.592 0.951 0.79 0.49 -0.07
```
Forces are in eV/Å.

E_tot across the listed records, respectively: -16961.7042 -7627.1472 eV.
Relative energy (zero: lowest compared OMol25 entry of this formula, charge and spin) across the listed records, respectively: 429.2 231.8 kJ/mol.
M across the listed records, respectively: 99.14 81.08 g mol⁻¹.